(1)
# C39H38N3O3ReSi

A structure of composition C39H38N3O3ReSi (ωB97M-V/def2-TZVPD, the OMol25 dataset).

E = -2265.77205 a.u.
expectation value of S² = 4.0964
HOMO level (alpha / beta) = -15.532 / -14.561 eV
net charge = +3
2S+1 = 4
gap between HOMO and LUMO (alpha / beta) = 0.21211 / 0.17618 hartree
ΔE to the lowest compared entry with this formula, charge and spin = 10.03 kcal/mol
M = 811.044 g/mol

XYZ file:
```
85
C39H38N3O3ReSi, DFT ωB97M-V/def2-TZVPD
Re 0.623 1.175 -1.347
C -3.322 3.231 -0.997
O -2.221 4.106 -0.583
C -1.117 3.421 -0.727
N -1.233 2.158 -1.045
C -2.666 1.840 -1.152
C -3.017 1.098 -2.418
C -4.324 0.645 -2.579
C -4.681 -0.077 -3.707
C -3.732 -0.366 -4.681
C -2.432 0.091 -4.531
C -2.080 0.829 -3.406
C 0.208 3.966 -0.583
C 0.573 5.242 -0.195
C 1.920 5.579 -0.103
C 2.875 4.616 -0.412
C 2.476 3.353 -0.811
N 1.144 3.013 -0.909
C 3.285 2.252 -1.264
N 2.652 1.197 -1.705
C 3.629 0.266 -2.288
C 4.957 0.870 -1.784
O 4.591 2.211 -1.314
C 3.285 -1.158 -1.919
C 4.253 -2.097 -1.589
C 3.898 -3.419 -1.344
C 2.571 -3.816 -1.418
C 1.592 -2.887 -1.748
C 1.956 -1.576 -2.004
H -3.704 3.626 -1.937
H -4.080 3.283 -0.222
H -2.926 1.205 -0.294
H -5.070 0.849 -1.820
H -5.702 -0.413 -3.828
H -4.014 -0.927 -5.562
H -1.697 -0.096 -5.303
H -1.078 1.259 -3.361
H -0.204 5.963 0.024
H 2.218 6.573 0.194
H 3.933 4.838 -0.361
H 3.575 0.360 -3.378
H 5.699 1.007 -2.564
H 5.388 0.343 -0.934
H 5.299 -1.819 -1.553
H 4.669 -4.145 -1.123
H 2.304 -4.851 -1.255
H 0.558 -3.192 -1.842
H 1.171 -0.902 -2.391
C 0.958 -3.091 4.067
C 1.924 -2.525 3.137
C 2.671 -1.324 3.505
C 2.237 -3.211 1.886
Si -0.831 -0.394 1.268
O 0.470 0.033 0.507
C -1.931 -1.641 0.505
C -2.782 -2.511 1.203
C -3.604 -3.389 0.520
C -3.615 -3.398 -0.870
C -2.782 -2.546 -1.584
C -1.935 -1.697 -0.897
C -1.164 0.446 2.852
C -2.153 0.059 3.772
C -2.356 0.789 4.929
C -1.593 1.925 5.176
C -0.617 2.332 4.274
C -0.396 1.594 3.125
H 1.579 -3.765 4.692
H 0.221 -3.733 3.590
H 0.527 -2.362 4.750
H 3.543 -1.711 4.064
H 2.130 -0.679 4.194
H 3.064 -0.789 2.644
H 3.197 -3.725 2.079
H 2.458 -2.510 1.077
H 1.508 -3.963 1.598
H -2.810 -2.517 2.284
H -4.248 -4.062 1.069
H -4.276 -4.074 -1.397
H -2.792 -2.542 -2.666
H -1.286 -1.051 -1.480
H -2.783 -0.798 3.582
H -3.116 0.485 5.636
H -1.764 2.499 6.077
H -0.034 3.220 4.474
H 0.379 1.898 2.431
```

Here are the Löwdin charges for atoms 1 to 4, given in e: number 1, Re, carries 1.508; number 2, C, carries 0.006; number 3, O, carries 0.093; number 4, C, carries -0.307



(2)
# CH3N2O

The ion CH3N2O with charge +1 (ωB97M-V/def2-TZVPD, the OMol25 dataset).

E = -224.15503 a.u.
structure (SMILES) = O=[N+]1CN1
HOMO level = -17.355 eV
net charge = +1
gap between HOMO and LUMO = 0.40732 hartree
ΔE to the lowest compared entry with this formula, charge and spin = 120.22 kcal/mol
M = 59.048 g/mol

XYZ file:
```
7
CH3N2O, DFT ωB97M-V/def2-TZVPD
O 1.741 -0.981 0.392
N 0.832 -0.290 0.116
C -0.748 -0.308 -0.300
N 0.214 0.759 0.098
H -1.455 -0.324 0.462
H -1.075 -0.489 -1.263
H 0.491 1.634 0.494
```

Here are the Löwdin charges for atoms 1 to 4, given in e: number 1, O, carries 0.268; number 2, N, carries -0.142; number 3, C, carries 0.241; number 4, N, carries 0.212



(3)
# C5H5NO

The molecule C5H5NO (ωB97M-V/def2-TZVPD, the OMol25 dataset).

E = -323.37618 a.u.
HOMO level (alpha / beta) = -9.054 / -8.670 eV
gap between HOMO and LUMO (alpha / beta) = 0.29974 / 0.29245 hartree
ΔE to the lowest compared entry with this formula, charge and spin = 90.05 kcal/mol
M = 95.101 g/mol

XYZ file:
```
12
C5H5NO, DFT ωB97M-V/def2-TZVPD
O -0.664 -1.988 1.303
C -0.226 -1.037 0.699
C 0.918 -0.964 -0.256
N -1.170 0.152 -0.838
C -0.775 0.352 0.562
C 0.325 1.199 0.069
C 1.337 0.335 -0.406
H 1.394 -1.845 -0.667
H -2.202 0.108 -0.860
H -1.522 0.753 1.243
H 0.360 2.285 0.092
H 2.225 0.650 -0.940
```

Here are the Löwdin charges for atoms 1 to 4, given in e: number 1, O, carries 0.075; number 2, C, carries -0.407; number 3, C, carries 0.049; number 4, N, carries 0.133